18
Properties=species:S:1:pos:R:3:forces:R:3:lowdin_charge:R:1 method="wB97M-V/def2-TZVPD" homo_ev=-9.2 molar_mass_g_mol=118.14 orbital_gap_ev=10.03 charge=0 relative_energy_ev=4.721
C -0.248928 0.159370 -0.597849 0.121 0.122 0.351 -0.364
C 0.906609 -1.666190 0.861288 -0.027 0.169 -0.075 -0.021
C -1.105796 -0.940074 -1.185522 0.064 0.033 0.083 -0.047
N 0.530694 -0.268807 0.644469 0.157 0.132 -0.090 -0.208
N -1.061601 1.146346 0.124278 0.060 -0.076 -0.116 -0.011
C -0.567931 2.409845 0.139714 0.291 -0.061 -0.070 -0.388
O 1.746405 0.487041 0.758220 -0.463 -0.213 -0.097 -0.006
O 0.481758 2.807589 -0.382243 -0.312 -0.186 0.129 -0.050
H 1.541745 1.369124 0.371272 -0.091 -0.064 -0.005 0.075
H -0.467868 0.419851 1.130453 0.134 0.049 -0.154 0.217
H 0.446939 0.572411 -1.328338 0.007 0.030 0.051 0.150
H -1.194736 3.102499 0.722521 0.043 -0.018 -0.035 0.119
H 1.410614 -1.728665 1.823048 -0.017 0.008 -0.035 0.096
H 0.005215 -2.273451 0.879569 0.012 0.019 -0.009 0.089
H 1.579793 -2.003931 0.071834 -0.018 0.013 0.025 0.101
H -1.704066 -0.502863 -1.985005 0.030 -0.005 0.032 0.087
H -1.795278 -1.342412 -0.441953 0.023 0.020 -0.001 0.082
H -0.503568 -1.747681 -1.605757 -0.014 0.029 0.016 0.079